Record 1
Density functional theory data (ωB97M-V with the def2-TZVPD basis set) for C41H37BrN6O2SbW as an isolated structure in a non-equilibrium geometry.

Geometry as XYZ:
```
89
Properties=species:S:1:pos:R:3:lowdin_spin:R:1
W -0.1677 -0.3283 0.5149 0.836
C 1.8645 -3.6682 2.0091 0.001
O 1.2385 -3.0960 0.8550 0.000
C 0.5936 -3.9175 0.0160 -0.012
C 0.7269 -5.2983 0.0818 0.002
C 0.0958 -6.1113 -0.8372 -0.015
C -0.6791 -5.5515 -1.8478 -0.001
C -0.8102 -4.1896 -1.9336 -0.008
C -0.2103 -3.3216 -0.9909 -0.004
N -0.4167 -1.9050 -1.0379 -0.015
N -1.1040 -1.5741 -2.0703 0.045
C -1.1453 -0.3912 -2.6997 -0.010
C -0.5226 0.7713 -2.2160 0.010
O 0.0139 0.6421 -1.0095 0.002
C -0.5741 1.9934 -2.8757 0.005
C -1.2242 2.0655 -4.0823 0.019
C -1.8629 0.9386 -4.6504 0.001
C -2.5038 1.0321 -5.9029 0.005
C -3.1076 -0.0605 -6.4577 -0.005
C -3.0868 -1.2917 -5.7795 0.008
C -2.4656 -1.4126 -4.5598 -0.005
C -1.8501 -0.3054 -3.9645 0.008
H 1.1662 -4.3045 2.5514 0.000
H 2.1466 -2.8320 2.6426 0.000
H 2.7539 -4.2340 1.7305 0.000
H 1.3437 -5.7528 0.8425 0.000
H 0.2129 -7.1854 -0.7734 -0.001
H -1.1835 -6.1866 -2.5644 0.000
H -1.4114 -3.7664 -2.7134 0.000
H -0.0907 2.8618 -2.4441 0.002
H -1.2523 3.0112 -4.6129 0.001
H -2.5070 1.9821 -6.4250 0.000
H -3.6088 0.0195 -7.4127 0.000
H -3.5588 -2.1583 -6.2233 0.000
H -2.4455 -2.3648 -4.0528 0.000
C 4.0222 0.5004 -1.8719 0.001
C 3.6550 1.7644 -1.1507 0.020
C 4.4169 2.9321 -1.2297 0.007
C 3.9953 4.0619 -0.5566 0.003
C 2.7976 4.0397 0.1504 0.026
C 2.1182 2.8338 0.1489 0.132
N 2.5165 1.7797 -0.4420 0.087
Sb -0.1034 3.0736 0.7657 0.490
C -1.9931 1.8560 0.3376 0.071
C -3.0081 2.7621 0.1572 0.025
C -4.2814 2.2966 -0.1496 0.004
C -4.4717 0.9406 -0.2622 0.003
C -3.4211 0.0518 -0.0500 0.003
C -3.6968 -1.4172 -0.1308 0.001
N -2.1838 0.5118 0.2467 0.017
C -0.7289 2.8813 2.8478 0.052
C -0.8760 4.0626 3.5531 0.016
C -1.4183 3.9734 4.8323 -0.001
C -1.7497 2.7241 5.3085 0.010
C -1.5810 1.5885 4.5033 0.010
C -1.9485 0.2386 5.0388 0.000
N -1.0914 1.6928 3.2606 0.046
H 4.9915 0.1200 -1.5417 0.000
H 3.2628 -0.2584 -1.7099 0.000
H 4.1085 0.6927 -2.9437 0.000
H 5.3152 2.9484 -1.8346 0.001
H 4.5722 4.9776 -0.6004 0.002
H 2.4304 4.9129 0.6757 0.001
H -2.8160 3.8256 0.2440 0.011
H -5.1005 2.9873 -0.3056 0.000
H -5.4450 0.5404 -0.5126 0.000
H -4.5569 -1.5904 -0.7770 0.000
H -2.8592 -1.9904 -0.5062 0.000
H -3.9491 -1.8018 0.8587 0.000
H -0.5743 5.0117 3.1254 0.003
H -1.5786 4.8595 5.4338 0.000
H -2.1632 2.6113 6.3019 0.001
H -2.3495 0.3270 6.0457 0.000
H -2.6980 -0.2468 4.4138 0.000
H -1.0743 -0.4135 5.0782 0.000
C 5.2990 -1.0059 2.3292 0.000
C 3.8679 -0.5751 2.2174 0.004
C 3.3052 0.3657 3.1067 0.008
C 1.9910 0.7710 2.9785 0.012
C 1.2478 0.2293 1.9436 0.036
Br -1.2904 -1.9354 2.0342 0.013
N 1.7918 -0.6630 1.1298 0.000
C 3.0466 -1.0814 1.2225 0.009
H 5.4730 -1.5187 3.2773 0.000
H 5.9605 -0.1377 2.3141 0.000
H 5.5802 -1.6761 1.5186 0.000
H 3.9188 0.7831 3.8970 0.000
H 1.5645 1.4916 3.6637 0.000
H 3.3914 -1.8190 0.5079 0.000
```

## Properties
F_max	0.074	Eh/bohr
gap between HOMO and LUMO (alpha / beta)	5.3897 / 3.9408	eV
net charge	+3
LUMO (alpha / beta)	-0.3568 / -0.4114	Ha
2S+1	3
expectation value of S²	2.038
DFT total energy	-4943.9165	a.u.


Record 2
Density functional theory data (ωB97M-V with the def2-TZVPD basis set) for C41H37N2O5P2RhSeTe as an isolated structure in a non-equilibrium geometry.

Geometry as XYZ:
```
90
Properties=species:S:1:pos:R:3:lowdin_spin:R:1
Rh 9.0797 12.2000 10.3400 1.349
Te 13.8892 13.4100 11.0020 0.021
C 15.4876 12.0582 11.0319 0.019
C 16.7391 12.5381 11.5012 0.003
C 17.8732 11.7022 11.5038 0.001
N 17.8264 10.4051 11.2171 -0.001
C 16.6030 9.9331 10.8304 0.001
C 15.4260 10.6795 10.8173 0.002
C 12.3967 12.0440 11.3797 0.246
P 12.0313 11.9531 13.0902 0.033
C 13.5643 11.7891 14.0124 0.007
C 13.9988 10.4905 14.3052 0.006
C 15.2121 10.2826 14.9139 0.000
C 16.1745 11.3136 14.9817 0.008
C 15.7556 12.6200 14.6757 0.000
C 14.4303 12.8639 14.2663 0.007
C 11.5336 13.7211 13.3004 0.010
C 11.1419 14.6309 12.2706 0.000
C 11.0117 15.9787 12.6379 0.001
C 11.0272 16.3766 13.9640 0.000
C 11.3049 15.4439 14.9783 0.002
C 11.6006 14.1324 14.6663 0.001
P 11.5019 11.2430 10.0708 0.265
C 11.5851 9.5134 10.6700 0.036
C 11.0162 9.2145 11.9313 0.008
C 11.1265 7.9691 12.5308 -0.001
C 11.9305 6.9811 11.9050 0.005
C 12.3018 7.1808 10.5777 0.001
C 12.0763 8.3927 9.9638 0.012
C 12.4225 11.8416 8.5111 0.020
C 13.5158 11.1512 8.0335 0.013
C 13.9206 11.3994 6.7159 0.007
C 13.2331 12.2670 5.8880 0.011
C 12.2572 13.0818 6.4798 0.013
C 11.9044 12.9173 7.7915 0.031
H 16.8735 13.5590 11.8708 0.000
H 18.8333 12.0804 11.8059 0.000
H 16.5690 8.8543 10.5060 0.000
H 14.4395 10.1512 10.7780 0.001
H 13.4170 9.6262 14.1005 0.000
H 15.4821 9.2825 15.3163 0.000
H 17.2033 11.0360 15.3236 0.001
H 16.4666 13.4200 14.8373 0.000
H 14.1904 13.9175 13.9894 0.001
H 10.9609 14.2737 11.2861 -0.001
H 10.8586 16.7760 11.8570 0.000
H 10.7585 17.4023 14.2365 0.000
H 11.2903 15.7595 16.0298 0.000
H 11.9041 13.3675 15.3573 0.000
H 10.4512 10.0486 12.3567 0.002
H 10.5367 7.6096 13.4227 0.000
H 12.0515 5.9528 12.3072 0.000
H 12.7631 6.3529 10.0158 0.000
H 12.5067 8.5365 8.9852 0.001
H 14.1003 10.4644 8.6381 0.001
H 14.7608 10.7852 6.2925 0.000
H 13.5323 12.3461 4.8376 0.001
H 11.7813 13.8291 5.8721 0.000
H 11.0558 13.4915 8.1964 0.003
O 8.0437 13.3566 11.6301 0.242
C 7.5654 13.0802 12.7610 0.285
C 7.5431 11.8253 13.3938 0.050
C 7.1348 11.7470 14.7270 0.142
C 7.0905 10.4973 15.3113 0.018
C 7.5151 9.3190 14.6536 0.118
C 7.9532 9.3952 13.3643 0.031
C 7.9675 10.6330 12.6509 0.072
O 8.2798 10.6229 11.4187 0.091
N 6.5750 10.4687 16.6243 -0.003
O 6.9227 9.5285 17.3851 -0.006
O 5.7371 11.3395 16.9199 -0.014
H 7.1917 13.9627 13.3070 0.018
H 6.8048 12.6291 15.2625 0.006
H 7.3786 8.3454 15.2226 0.008
H 8.3072 8.5063 12.8735 -0.001
C 6.9258 14.1621 8.9859 0.010
C 8.3465 14.5901 8.6378 0.011
C 8.6796 14.3925 7.1966 0.004
C 8.5542 16.0578 9.0979 0.001
O 9.3528 13.9255 9.4502 0.063
H 6.2665 14.7326 8.3274 0.001
H 6.7027 14.2561 10.0557 0.000
H 6.7853 13.0713 8.6851 0.004
H 8.0190 15.0640 6.6059 0.001
H 8.4757 13.3521 6.9003 0.004
H 9.6949 14.6291 6.9484 0.000
H 7.9810 16.7620 8.4590 0.001
H 9.6019 16.2804 8.9925 0.000
H 8.2658 16.1308 10.1387 0.000
Se 9.8308 10.8931 8.5042 0.699
```

## Properties
F_max	0.060	Eh/bohr
gap between HOMO and LUMO (alpha / beta)	3.6894 / 5.9396	eV
net charge	-2
LUMO (alpha / beta)	0.1408 / 0.1312	Ha
2S+1	5
expectation value of S²	6.063
DFT total energy	-5532.7120	a.u.